(1)
Here is the molecule C2FNO2 from OMol25. Energies are from wB97M-V/def2-TZVPD.

Calculated values
2S+1: 1
Energy relative to the best compared isomer or geometry (same formula, charge and spin): 644.8 kJ/mol
HOMO energy: -11.2 eV
Total charge: 0
Kohn-Sham gap: 10.5711 eV

Element x y z (Å)
O -0.2442 0.8808 -1.7906
N 0.0126 0.9470 -0.6279
O 0.2115 1.9161 0.0462
C 0.0045 -0.2275 0.1346
C 0.0097 -1.1857 0.8371
F 0.0059 -2.3307 1.4006

Atoms 1-3, force components in eV/Å:
0.0 0.1 -1.3
-0.5 -0.9 1.3
0.4 1.8 0.2

=====

(2)
Here is a structure of composition C29H37F3NO4PSi2 from OMol25. Energies are from wB97M-V/def2-TZVPD.

Calculated values
2S+1: 1
Energy relative to the best compared isomer or geometry (same formula, charge and spin): 218.7 kJ/mol
HOMO energy: -8.4 eV
Total charge: 0
Kohn-Sham gap: 8.3344 eV

Element x y z (Å)
C -4.4958 4.2589 -1.2260
C -4.1201 3.0560 -2.1895
N -4.2338 3.0666 -3.4871
C -3.5098 1.7438 -1.4975
Si -1.6407 1.9635 -1.1888
O -1.1654 3.5862 -0.7739
Si -0.6256 4.4396 -2.1779
C 1.1772 5.1169 -2.0303
O 2.1637 4.1259 -1.6352
C 2.4292 3.1816 -2.6210
F 2.2436 3.6163 -3.9249
F 3.8047 2.8786 -2.5145
F 1.7825 1.9622 -2.3557
P -1.1321 0.7119 0.6066
O 0.2684 -0.2619 0.2548
O -0.6719 1.8341 1.8386
H -4.8395 3.8656 -0.2123
H -3.5552 4.8905 -1.0817
H -5.3246 4.8838 -1.6887
H -3.8860 2.1726 -3.8690
H -3.7339 0.8648 -2.1903
H -4.0904 1.5880 -0.5313
H -0.8707 1.5098 -2.3469
H -0.7387 3.5645 -3.3593
H -1.5409 5.5756 -2.4342
H 1.1368 5.8753 -1.1698
H 1.4570 5.7305 -2.9479
H 0.5041 -0.0134 -0.6679
H -1.3084 2.5781 1.8468
C -4.5878 -3.2597 -3.4312
C -3.5316 -2.3583 -3.3529
C -2.8376 -2.2010 -2.1576
C -3.1941 -2.9534 -1.0416
C -4.2479 -3.8572 -1.1219
C -4.9477 -4.0076 -2.3148
H -5.1308 -3.3797 -4.3622
H -3.2493 -1.7771 -4.2246
H -2.0177 -1.4926 -2.0956
H -2.6499 -2.8345 -0.1106
H -4.5247 -4.4448 -0.2533
H -5.7727 -4.7085 -2.3750
C 0.4010 -3.3053 1.7486
C 0.1739 -3.1851 3.1159
C -0.1058 -4.3147 3.8779
C -0.1490 -5.5676 3.2743
C 0.0815 -5.6890 1.9081
C 0.3521 -4.5581 1.1444
H 0.6155 -2.4212 1.1543
H 0.2144 -2.2092 3.5878
H -0.2891 -4.2192 4.9425
H -0.3622 -6.4489 3.8693
H 0.0494 -6.6661 1.4378
H 0.5263 -4.6528 0.0780
C 0.7410 5.5683 4.0276
C 0.0932 5.2836 2.8303
C 0.8242 4.8521 1.7284
C 2.2031 4.6960 1.8267
C 2.8504 4.9772 3.0252
C 2.1205 5.4174 4.1244
H 0.1712 5.9078 4.8855
H -0.9833 5.3990 2.7556
H 0.3192 4.6364 0.7934
H 2.7725 4.3547 0.9690
H 3.9252 4.8538 3.1023
H 2.6262 5.6416 5.0569
C 5.0696 -4.1063 -0.5037
C 3.9851 -4.2661 0.3524
C 4.0837 -5.1129 1.4510
C 5.2715 -5.7934 1.6993
C 6.3575 -5.6309 0.8453
C 6.2557 -4.7908 -0.2585
H 4.9910 -3.4482 -1.3622
H 3.0613 -3.7304 0.1630
H 3.2351 -5.2419 2.1143
H 5.3504 -6.4502 2.5587
H 7.2841 -6.1603 1.0400
H 7.1006 -4.6685 -0.9271

Atoms 1-3, force components in eV/Å:
0.1 -0.5 -0.7
0.4 -1.0 -0.7
0.1 0.5 2.3

=====

(3)
Here is a structure of composition C17H18N3Nd from OMol25. Energies are from wB97M-V/def2-TZVPD.

Calculated values
2S+1: 4
HOMO energy (alpha / beta): -15.4 / -15.4 eV
⟨S²⟩: 3.755
Total charge: +2
Kohn-Sham gap (alpha / beta): 7.6865 / 7.7652 eV

Element x y z (Å)
C -2.3187 1.4926 -1.6534
C -1.4421 2.5273 -1.6593
H -2.8183 1.1123 -0.7327
H -2.6019 0.9253 -2.5628
H -0.9520 2.9124 -2.5756
H -1.1000 3.0421 -0.7357
Nd -0.0203 0.4613 -1.3567
C 0.3629 -1.5118 -3.0527
C 0.2424 -0.3263 -3.8575
C 2.2184 -0.1837 -2.6432
C 1.5881 -1.4246 -2.3164
H -0.5947 -0.0868 -4.5223
H 1.5909 1.4833 -4.0406
H 3.1857 0.1627 -2.2626
C 1.3915 0.4995 -3.5999
H 2.0043 -2.2043 -1.6674
H -0.3389 -2.3503 -3.0404
N -1.0736 0.9604 1.5307
C -1.4680 -0.4168 1.4177
C -2.2422 -1.0312 2.3952
C -2.3036 -2.4202 2.3977
C -1.5959 -3.1064 1.4066
C -0.9604 -2.4100 0.3897
N -0.9896 -1.0582 0.3446
C 0.3220 1.2044 1.7975
C 0.7880 1.6744 3.0196
C 2.1493 1.5590 3.2900
C 2.9614 0.9846 2.3140
C 2.4423 0.6507 1.0725
N 1.1404 0.8884 0.7900
H -1.6493 1.4313 2.2022
H -2.7641 -0.3706 3.0808
H -2.8703 -2.9638 3.1557
H -1.5310 -4.1934 1.4096
H -0.3644 -2.8672 -0.4071
H 0.0543 2.1124 3.6768
H 2.5648 1.8863 4.2430
H 4.0094 0.7961 2.4991
H 2.9835 0.1587 0.2533

Atoms 1-3, force components in eV/Å:
-0.9 1.1 -0.1
-1.2 0.5 -0.1
0.5 0.5 -0.6

=====

(4)
Here is a structure of composition C5H7NO from OMol25. Energies are from wB97M-V/def2-TZVPD.

Calculated values
2S+1: 1
Energy relative to the best compared isomer or geometry (same formula, charge and spin): 476.3 kJ/mol
HOMO energy: -9.5 eV
Total charge: 0
Kohn-Sham gap: 10.0862 eV

Element x y z (Å)
O 1.9567 -0.8318 -0.9848
C 1.2776 -0.5027 -0.0439
C 0.2708 0.6237 -0.0536
C -1.2122 0.4319 -0.0072
C -1.5722 -0.8278 0.7351
C -0.8165 -0.4102 1.7535
N -0.4742 0.9014 1.1921
H 1.7877 0.6125 -2.5905
H 1.4074 -0.9940 0.9366
H 0.5989 1.5256 -0.5707
H -1.8877 1.1064 -0.5278
H 1.2290 0.8905 -2.9952
H -2.1704 -1.6969 0.4954
H -0.3950 -0.8286 2.6610

Atoms 1-3, force components in eV/Å:
-0.3 0.1 0.5
0.2 -0.2 -0.2
0.2 0.0 -0.2

=====

(5)
Here is a cluster of 12 separate species, C20H63N13O12 in total from OMol25. Energies are from wB97M-V/def2-TZVPD.

Calculated values
2S+1: 1
Energy relative to the best compared isomer or geometry (same formula, charge and spin): 330.6 kJ/mol
HOMO energy: -8.8 eV
Total charge: 0
Kohn-Sham gap: 8.5973 eV

Element x y z (Å)
C -6.5666 0.7010 -3.6916
C -5.3224 -0.2698 -3.4430
C -5.7015 -1.7316 -3.7341
C -4.1745 0.0275 -4.4333
C -3.3973 1.2728 -4.1332
C -2.7646 1.2301 -2.7512
C -3.8885 1.0092 -1.6482
C -3.1107 0.6258 -0.3587
C -4.6353 2.3552 -1.4550
N -4.7815 -0.1124 -2.0858
O -5.7502 -0.2486 -1.1269
H -7.0552 0.3534 -4.6019
H -7.2089 0.7791 -2.8144
H -6.1802 1.7202 -3.6977
H -6.1432 -1.7634 -4.7301
H -4.8727 -2.4327 -3.6368
H -6.5064 -2.0102 -3.0538
H -3.4745 -0.8048 -4.5063
H -4.6245 0.1148 -5.4222
H -2.6547 1.4603 -4.9087
H -4.0685 2.1274 -4.2186
H -2.2676 2.1423 -2.4210
H -2.0060 0.4485 -2.7112
H -3.8223 0.6553 0.4664
H -2.2971 1.3218 -0.1546
H -2.8286 -0.4270 -0.3753
H -5.0108 2.8414 -2.3554
H -3.9558 2.9178 -0.8148
H -5.4887 2.2231 -0.7899
H -5.4896 -1.0562 -0.6781
N -0.2941 2.8549 2.7999
C 0.6973 3.6697 3.0611
N 0.8509 3.7019 4.3348
O 1.3086 4.2931 2.1943
H -0.3546 2.7435 1.7979
H -0.8147 2.3219 3.4818
H 1.6397 4.2050 4.7152
H 0.2713 3.1083 4.9108
N 0.5394 4.2694 -0.8266
C 0.2524 3.0370 -1.0354
N 0.5381 2.6215 -2.2486
O -0.0364 2.3194 -0.1192
H 0.5394 4.6894 0.0919
H 0.6732 4.8858 -1.6155
H 0.9973 3.2456 -2.8965
H 0.6678 1.6254 -2.3540
N 5.1030 0.5881 0.3643
C 6.3278 0.9613 0.4890
N 6.5487 2.2026 0.7107
O 7.2699 0.2789 0.1919
H 4.9372 -0.3557 0.0453
H 4.3093 1.1157 0.6989
H 5.7476 2.8156 0.7598
H 7.4901 2.5423 0.5748
N 1.4047 0.4627 1.4149
C 0.7815 -0.6277 1.1630
N -0.2300 -0.4873 0.4144
O 1.1206 -1.6269 1.7569
H 1.0207 1.2714 0.9472
H 2.1308 0.4209 2.1156
H -0.9880 -1.1546 0.3987
H -0.2679 0.4203 -0.0271
N -0.9998 -3.4446 2.1068
C -1.2988 -3.3990 3.3503
N -0.6818 -2.4278 3.8719
O -2.0289 -4.1646 3.9762
H -1.3914 -4.2441 1.6299
H -0.1268 -3.0078 1.8475
H -0.1507 -1.9024 3.1922
H -0.5501 -2.2866 4.8632
N 3.6538 -4.6717 0.9388
C 2.6154 -5.1269 0.2849
N 1.6299 -4.3753 0.4603
O 2.4811 -6.1761 -0.2891
H 4.5289 -5.1423 0.7574
H 3.5300 -3.7897 1.4151
H 1.6629 -3.5952 1.1010
H 0.7535 -4.7265 0.1018
C 2.7442 -1.4221 -1.7568
O 4.0224 -1.4842 -1.1455
H 2.8892 -1.8948 -2.7282
H 1.9553 -1.9370 -1.2086
H 2.5063 -0.3914 -2.0198
H 4.3887 -2.3018 -1.4902
C 4.6413 -2.5529 3.0639
O 3.2992 -2.7781 3.5211
H 4.5568 -2.0121 2.1212
H 5.1402 -1.9725 3.8400
H 4.9073 -3.6074 2.9907
H 2.8279 -1.9440 3.5822
C 1.6102 0.1407 5.1792
O 2.6129 0.0760 4.2449
H 1.6342 1.1389 5.6164
H 0.6452 -0.0277 4.7012
H 1.7005 -0.6246 5.9500
H 3.3506 0.5480 4.6381
C -2.1627 -2.6321 -2.7292
O -2.4888 -2.5615 -1.3073
H -1.7500 -1.6967 -3.1071
H -1.3440 -3.3382 -2.8677
H -3.0415 -3.0402 -3.2285
H -3.2347 -1.9572 -1.3162
C 3.6702 3.8865 -0.6081
O 3.2581 3.1880 0.5685
H 4.3313 3.3166 -1.2611
H 2.8710 4.1725 -1.2919
H 4.3018 4.7336 -0.3404
H 2.3961 3.5667 0.7561

Atoms 1-3, force components in eV/Å:
1.7 -0.6 0.8
0.1 0.8 -0.3
-1.0 0.6 0.7

=====

(6)
Here is a cluster of 3 separate species, C5H12O2 in total from OMol25. Energies are from wB97M-V/def2-TZVPD.

Calculated values
2S+1: 1
Energy relative to the best compared isomer or geometry (same formula, charge and spin): 300.5 kJ/mol
HOMO energy: -8.5 eV
Total charge: 0
Kohn-Sham gap: 8.7931 eV

Element x y z (Å)
C -2.2455 -2.1854 -2.3058
C -1.4748 -1.0913 -2.3642
C -1.0909 -0.3322 -1.1661
C -1.4855 -0.6072 0.0840
C -1.3229 0.3881 1.1923
H -2.2036 -2.9975 -3.0189
H -3.0186 -2.3282 -1.5560
H -1.2916 -0.5385 -3.2831
H -0.2801 0.3863 -1.1665
H -2.2693 -1.3511 0.2094
H -1.1303 -0.0438 2.1578
H -2.1121 1.1227 1.1160
H -0.3697 0.9286 1.0958
O 4.6569 0.9775 2.8902
H 4.6806 1.5073 2.0816
H 3.8367 0.5052 2.6983
O 2.6335 1.7682 0.7519
H 2.7275 2.4531 0.0778
H 1.7597 1.4381 0.5052

Atoms 1-3, force components in eV/Å:
-0.4 -0.2 -0.4
-0.5 0.8 0.5
0.0 -0.5 1.2

=====

(7)
Here is the molecule C2H5NP2 from OMol25. Energies are from wB97M-V/def2-TZVPD.

Calculated values
2S+1: 3
Energy relative to the best compared isomer or geometry (same formula, charge and spin): 0.0 kJ/mol
HOMO energy (alpha / beta): -6.8 / -8.8 eV
⟨S²⟩: 2.057
Total charge: 0
Kohn-Sham gap (alpha / beta): 7.3358 / 7.5871 eV

Element x y z (Å)
C -1.1798 0.2866 -0.3169
C -2.4180 -0.3586 0.0126
N 3.1850 0.3926 0.0336
P 0.2729 0.8276 -0.1205
P 1.9344 -0.6362 -0.3866
H -3.2193 -0.5282 -0.7573
H -2.4752 -1.4354 0.4076
H -3.0327 0.1105 0.8417
H 3.8410 0.6219 -0.6851
H 3.0919 0.7192 0.9709

Atoms 1-3, force components in eV/Å:
-1.3 -1.5 0.7
-3.5 -1.8 0.8
-1.0 -1.0 -0.1

=====

(8)
Here is the ion C8H10NO2 with charge -1 from OMol25. Energies are from wB97M-V/def2-TZVPD.

Calculated values
2S+1: 1
Energy relative to the best compared isomer or geometry (same formula, charge and spin): 292.2 kJ/mol
HOMO energy (alpha / beta): -4.2 / -2.4 eV
Total charge: -1
Kohn-Sham gap (alpha / beta): 7.9009 / 4.9694 eV

Element x y z (Å)
C -0.2524 -0.5374 3.0852
C -1.7742 -1.6349 0.7768
C 1.5967 1.5807 -0.8363
C -0.8196 0.5832 -0.3658
C 0.8644 1.6925 -2.1292
C -0.8535 -0.3242 0.8180
C 0.5103 0.5906 -1.2064
C 0.9179 -0.8247 -1.5671
N -0.1444 -0.1602 1.8642
O -2.3587 -1.8060 -0.2830
O -1.7886 -2.2332 1.8497
H 0.6496 -0.6773 3.6590
H -1.2070 -0.6203 3.5879
H 2.6257 1.2338 -0.8571
H 1.4111 2.2672 -0.0084
H -1.6219 0.2621 -1.0364
H -1.0031 1.6142 -0.0460
H 0.2087 2.5298 -2.3343
H 1.7942 -0.8111 -2.2114
H 0.1032 -1.3231 -2.0901
H 1.1415 -1.4018 -0.6694

Atoms 1-3, force components in eV/Å:
-0.3 -0.1 0.8
0.9 2.0 0.6
0.4 -0.1 -0.1

=====

no.,strongest force on any atom (eV Å⁻¹)
1,1.9
2,2.8
3,2.3
4,0.6
5,8.0
6,1.9
7,4.0
8,2.2